[1]
An isolated molecule of ClH2PS in a non-equilibrium geometry. Source: the OMol25 dataset; level of theory: wB97M-V/def2-TZVPD.

Element x y z (Å)
P (-1.267, 0.270, -0.204)
S (2.374, -0.238, 1.834)
Cl (0.901, 0.104, 0.331)
H (-1.374, -1.111, -0.663)
H (-0.634, 0.976, -1.297)

Properties
Total charge = 0
ΔE to the lowest compared entry with this formula, charge and spin = 7.3 kcal/mol
E_tot = -1200.7829 Eh
LUMO level (spin up / spin down) = -0.0018 / -0.0747 hartree
HOMO level (spin up / spin down) = -7.67 / -8.95 eV
Strongest force on any atom = 1.98 eV Å⁻¹
Frontier orbital gap (spin up / spin down) = 7.62 / 6.92 eV
Expectation value of S² = 2.02
Multiplicity = 3



[2]
An isolated molecule of ClH3N2O4S2 in a non-equilibrium geometry. Source: the OMol25 dataset; level of theory: wB97M-V/def2-TZVPD.

Element x y z (Å)
N (-1.836, 0.089, 0.835)
S (-0.825, 0.885, -0.070)
O (0.142, 1.514, 0.719)
O (-1.578, 1.672, -1.039)
N (0.122, -0.207, -0.945)
S (1.502, -0.852, -0.046)
O (2.126, -1.881, -0.849)
O (1.093, -1.217, 1.241)
Cl (2.794, 0.646, 0.017)
H (-1.437, -0.081, 1.718)
H (-2.476, -0.519, 0.259)
H (0.374, -0.050, -1.839)

Properties
Total charge = 0
ΔE to the lowest compared entry with this formula, charge and spin = 0.0 kcal/mol
E_tot = -1668.7858 Eh
LUMO level = -0.0019 hartree
HOMO level = -11.38 eV
Strongest force on any atom = 5.59 eV Å⁻¹
Frontier orbital gap = 11.33 eV
SMILES = NS(=O)(=O)NS(=O)(=O)Cl



[3]
A cluster of 2 separate species, ClH3N2S in total in a non-equilibrium geometry. Source: the OMol25 dataset; level of theory: wB97M-V/def2-TZVPD.

Element x y z (Å)
N (-1.224, 1.096, -0.267)
N (0.464, -0.593, -0.848)
S (-0.635, 0.324, -1.451)
Cl (1.912, -2.724, 1.985)
H (-2.062, 1.712, -0.442)
H (1.451, -1.961, 1.178)
H (0.616, -0.266, 0.129)

Properties
Total charge = 0
ΔE to the lowest compared entry with this formula, charge and spin = 9.8 kcal/mol
E_tot = -969.6191 Eh
LUMO level = -0.0262 hartree
HOMO level = -10.13 eV
Strongest force on any atom = 3.04 eV Å⁻¹
Frontier orbital gap = 9.42 eV



Q: Which value of ΔE to the lowest compared entry with this formula, charge and spin does entry 2 give?
A: 0.0 kcal/mol